No. 1
Entry from the Open Molecules 2025 dataset: a molecular structure, C29H22AuCl2N4O2 (ωB97M-V with the def2-TZVPD basis set).

Atoms and positions in Å:
Au  0.46  0.34  -0.38
C  1.57  3.94  -2.80
O  0.25  4.10  -2.27
C  -0.03  2.96  -1.57
N  0.90  2.05  -1.63
C  1.89  2.45  -2.61
C  3.32  2.18  -2.24
C  3.71  1.71  -0.99
C  5.05  1.49  -0.72
C  6.02  1.75  -1.67
C  5.64  2.22  -2.92
C  4.30  2.43  -3.20
C  -1.32  2.83  -0.93
C  -2.32  3.79  -1.12
C  -3.61  3.48  -0.61
C  -3.84  2.29  0.02
C  -2.75  1.35  0.20
N  -1.49  1.69  -0.26
C  -2.91  0.14  0.79
N  -1.98  -0.90  0.97
C  -2.65  -2.14  1.28
C  -4.11  -1.74  1.03
O  -4.15  -0.33  1.18
C  -2.17  -3.29  0.42
C  -2.11  -4.58  0.93
C  -1.66  -5.63  0.15
C  -1.26  -5.40  -1.16
C  -1.31  -4.11  -1.67
C  -1.76  -3.06  -0.89
H  2.26  4.58  -2.23
H  1.58  4.25  -3.84
H  1.69  1.91  -3.55
H  2.95  1.50  -0.25
H  5.34  1.11  0.26
H  7.07  1.57  -1.46
H  6.39  2.42  -3.68
H  4.00  2.78  -4.19
H  -2.11  4.70  -1.65
H  -4.42  4.18  -0.77
H  -4.82  2.01  0.37
H  -2.50  -2.41  2.34
H  -4.80  -2.19  1.75
H  -4.40  -2.03  0.01
H  -2.40  -4.76  1.96
H  -1.61  -6.64  0.56
H  -0.88  -6.22  -1.77
H  -0.98  -3.92  -2.69
H  -1.77  -2.05  -1.27
Cl  2.19  -1.60  0.99
C  1.32  -1.32  2.46
C  2.00  -1.48  3.64
C  1.35  -1.25  4.85
C  0.03  -0.84  4.82
C  -0.64  -0.68  3.62
Cl  -2.28  -0.07  3.77
C  -0.05  -0.92  2.35
N  -0.59  -0.86  1.10
H  3.03  -1.80  3.62
H  1.87  -1.39  5.79
H  -0.50  -0.61  5.74

Summary:
Highest occupied orbital energy (spin up / spin down) in eV: -1.833 / -1.816
HOMO-LUMO gap (spin up / spin down) in eV: 4.4 / 4.4
Net charge: -1
Energy relative to the best compared isomer or geometry (same formula, charge and spin) in kcal per mole: 41.66

No. 2
Entry from the Open Molecules 2025 dataset: a gas-phase ion, C5H14N2 (charge +2) (ωB97M-V with the def2-TZVPD basis set).

Atoms and positions in Å:
C  -1.01  1.30  -1.46
C  -1.13  0.01  -0.66
C  -0.37  0.01  0.68
C  1.05  0.56  0.66
C  2.61  -1.26  1.08
N  2.10  -0.42  0.26
N  -2.60  -0.26  -0.35
H  -0.02  1.38  -1.90
H  -1.78  1.32  -2.23
H  -1.21  2.20  -0.89
H  -0.83  -0.80  -1.32
H  -0.43  -0.98  1.14
H  -0.95  0.66  1.34
H  1.33  0.90  1.66
H  1.14  1.44  0.04
H  3.28  -2.02  0.70
H  2.43  -1.06  2.13
H  2.34  -0.40  -0.73
H  -3.13  0.62  -0.31
H  -2.77  -0.72  0.55
H  -3.04  -0.77  -1.12

Summary:
Highest occupied orbital energy in eV: -20.405
HOMO-LUMO gap in eV: 11.9
Net charge: +2
SMILES: C=[NH+]CC[C@H](C)[NH3+]
Energy relative to the best compared isomer or geometry (same formula, charge and spin) in kcal per mole: 4.33

No. 3
Entry from the Open Molecules 2025 dataset: a molecular structure, C4H4S (ωB97M-V with the def2-TZVPD basis set).

Atoms and positions in Å:
C  -0.70  -0.95  -0.07
C  0.30  -0.04  0.01
C  -1.83  0.00  0.08
C  -0.67  1.16  0.04
S  2.56  -0.10  -0.09
H  -0.59  -2.06  -0.21
H  2.34  -1.39  0.21
H  -0.77  1.82  0.90
H  -0.64  1.56  -0.88

Summary:
Highest occupied orbital energy in eV: -8.892
HOMO-LUMO gap in eV: 7.8
Net charge: 0
Energy relative to the best compared isomer or geometry (same formula, charge and spin) in kcal per mole: 147.08

No. 4
Entry from the Open Molecules 2025 dataset: a molecular structure, C6H5NO (ωB97M-V with the def2-TZVPD basis set).

Atoms and positions in Å:
C  -0.22  -1.52  -0.76
C  -1.68  -1.51  -0.98
C  -1.24  0.24  -0.03
C  0.04  -0.26  -0.07
C  -2.36  -0.56  -0.26
C  1.39  0.28  0.25
N  -3.60  -0.31  0.06
O  -3.71  0.86  0.83
H  0.56  -2.06  -1.47
H  2.06  -0.57  0.49
H  1.20  0.92  1.11
H  1.68  0.84  -0.55
H  -4.64  1.18  0.89

Summary:
Highest occupied orbital energy (spin up / spin down) in eV: -8.395 / -8.428
HOMO-LUMO gap (spin up / spin down) in eV: 7.2 / 7.2
Net charge: 0
Energy relative to the best compared isomer or geometry (same formula, charge and spin) in kcal per mole: 180.34

No. 5
Entry from the Open Molecules 2025 dataset: 2 unconnected molecules or ions with the total composition CH5P (ωB97M-V with the def2-TZVPD basis set).

Atoms and positions in Å:
C  1.25  0.28  -0.44
P  -1.35  -0.34  1.49
H  1.08  -0.18  -1.35
H  1.45  -0.14  0.49
H  0.64  1.14  -0.41
H  -2.24  -1.39  0.94
H  -1.65  0.62  0.57

Summary:
Highest occupied orbital energy (spin up / spin down) in eV: -9.190 / -8.952
HOMO-LUMO gap (spin up / spin down) in eV: 8.0 / 8.9
Net charge: 0
Energy relative to the best compared isomer or geometry (same formula, charge and spin) in kcal per mole: 77.06

No. 6
Entry from the Open Molecules 2025 dataset: a molecular structure, C26H22I2NORuSSe4 (ωB97M-V with the def2-TZVPD basis set).

Atoms and positions in Å:
Ru  0.52  -0.59  -0.59
Se  -1.40  0.98  0.39
Se  -3.31  -0.07  -0.16
Se  -2.92  -2.28  -0.54
Se  -0.78  -2.51  -1.42
I  3.16  -1.71  -1.83
C  3.85  0.20  -1.23
I  2.93  0.83  0.58
H  3.58  0.92  -1.99
H  4.92  0.15  -1.06
O  0.66  -1.57  1.25
S  -0.50  -1.74  2.24
C  -0.16  -3.31  2.99
C  1.12  -3.84  3.00
C  1.32  -5.06  3.62
C  0.26  -5.74  4.21
C  -1.02  -5.20  4.17
C  -1.24  -3.98  3.55
C  -0.11  -0.63  3.56
C  -1.17  0.04  4.17
C  -0.90  0.92  5.20
C  0.41  1.14  5.60
C  1.46  0.47  4.97
C  1.20  -0.42  3.95
H  1.93  -3.32  2.52
H  2.31  -5.50  3.64
H  0.43  -6.69  4.69
H  -1.85  -5.74  4.62
H  -2.24  -3.56  3.50
H  -2.18  -0.12  3.83
H  -1.71  1.45  5.69
H  0.62  1.84  6.40
H  2.48  0.65  5.30
H  2.00  -0.96  3.46
N  0.57  0.50  -2.06
C  -0.01  1.35  -2.82
C  -1.44  1.27  -3.18
C  -2.23  2.42  -3.14
C  -3.58  2.34  -3.44
C  -4.14  1.12  -3.82
C  -3.35  -0.02  -3.89
C  -2.00  0.05  -3.56
C  0.81  2.45  -3.40
C  0.56  2.91  -4.69
C  1.35  3.91  -5.23
C  2.37  4.48  -4.47
C  2.60  4.05  -3.17
C  1.83  3.03  -2.64
H  -1.79  3.36  -2.86
H  -4.19  3.23  -3.39
H  -5.19  1.07  -4.07
H  -3.78  -0.96  -4.20
H  -1.38  -0.83  -3.62
H  -0.23  2.47  -5.28
H  1.17  4.25  -6.24
H  2.97  5.28  -4.89
H  3.37  4.51  -2.58
H  1.98  2.69  -1.62

Summary:
Highest occupied orbital energy (spin up / spin down) in eV: -10.135 / -10.254
HOMO-LUMO gap (spin up / spin down) in eV: 6.9 / 5.3
Net charge: +1
Energy relative to the best compared isomer or geometry (same formula, charge and spin) in kcal per mole: 0.00
2S+1: 5
Expectation value of S²: 6.03

No. 7
Entry from the Open Molecules 2025 dataset: a molecular structure, C15H24MnN6PSi (ωB97M-V with the def2-TZVPD basis set).

Atoms and positions in Å:
Mn  -0.36  0.35  0.11
C  1.66  5.25  1.17
N  0.81  4.24  0.59
C  -0.06  4.43  -0.43
C  -0.62  3.22  -0.71
N  -0.10  2.28  0.15
C  0.78  2.94  0.93
P  1.97  2.15  2.13
C  2.55  0.94  0.85
N  1.76  0.25  0.01
C  2.58  -0.53  -0.75
C  3.87  -0.31  -0.36
N  3.84  0.61  0.63
C  4.99  1.18  1.29
C  0.78  0.96  2.91
N  -0.17  0.24  2.28
C  -0.67  -0.61  3.23
C  -0.05  -0.38  4.42
N  0.86  0.61  4.20
C  1.76  1.15  5.18
H  1.34  6.24  0.84
H  2.69  5.10  0.85
H  1.62  5.21  2.26
H  -0.22  5.39  -0.89
H  -1.33  2.97  -1.48
H  2.22  -1.18  -1.52
H  4.78  -0.75  -0.72
H  5.90  0.75  0.87
H  4.97  0.98  2.36
H  5.02  2.26  1.13
H  -1.43  -1.33  3.01
H  -0.17  -0.85  5.38
H  1.46  0.84  6.18
H  1.74  2.24  5.15
H  2.78  0.81  5.00
C  -3.10  -0.01  -2.13
Si  -3.49  -0.48  -0.34
C  -3.69  -2.23  0.32
C  -3.57  0.95  0.91
H  -3.98  -0.21  -2.75
H  -2.29  -0.59  -2.58
H  -2.89  1.05  -2.25
H  -4.41  -2.79  -0.28
H  -4.07  -2.23  1.35
H  -2.77  -2.81  0.31
H  -4.60  1.06  1.24
H  -3.28  1.92  0.50
H  -2.99  0.77  1.82

Summary:
Highest occupied orbital energy (spin up / spin down) in eV: -17.602 / -17.601
HOMO-LUMO gap (spin up / spin down) in eV: 6.0 / 6.0
Net charge: +3
2S+1: 2
Expectation value of S²: 0.81

No. 8
Entry from the Open Molecules 2025 dataset: a single C4H5N3 molecule (ωB97M-V with the def2-TZVPD basis set).

Atoms and positions in Å:
N  -1.90  0.15  -0.06
C  -0.55  0.05  0.00
C  0.04  1.23  0.18
N  1.42  1.02  -0.11
C  2.03  -0.14  -0.07
N  1.42  -1.31  0.14
C  0.15  -1.14  0.17
H  -2.25  0.94  -0.58
H  -2.40  -0.66  -0.33
H  -0.58  2.08  0.52
H  3.10  -0.23  -0.15
H  -0.45  -2.01  0.31

Summary:
Highest occupied orbital energy in eV: -8.816
HOMO-LUMO gap in eV: 9.4
Net charge: 0
SMILES: Nc1cncnc1
Energy relative to the best compared isomer or geometry (same formula, charge and spin) in kcal per mole: 48.77

No. 9
Entry from the Open Molecules 2025 dataset: a molecular structure, C25H31AsClN2NiOS (ωB97M-V with the def2-TZVPD basis set).

Atoms and positions in Å:
Ni  0.01  0.32  -0.33
C  -0.74  2.50  2.36
C  -0.50  1.04  2.60
C  -0.47  0.51  4.00
O  -0.37  0.25  1.67
H  -0.23  3.10  3.11
H  -1.81  2.68  2.48
H  -0.44  2.79  1.36
H  -0.85  1.22  4.72
H  0.57  0.29  4.24
H  -1.02  -0.43  4.05
N  -2.10  -6.40  -0.93
C  -2.52  -5.35  -1.66
S  -3.70  -5.44  -2.78
C  -1.82  -4.06  -1.33
C  -1.31  -3.80  -0.07
C  -0.73  -2.57  0.20
N  -0.62  -1.62  -0.72
C  -1.08  -1.88  -1.95
C  -1.69  -3.06  -2.30
H  -2.53  -7.29  -1.10
H  -1.28  -6.36  -0.34
H  -1.40  -4.51  0.74
H  -0.34  -2.34  1.19
H  -0.95  -1.09  -2.69
H  -2.07  -3.23  -3.30
Cl  1.81  0.40  -3.61
C  1.90  1.66  -2.41
C  1.82  2.97  -2.82
C  1.84  4.00  -1.88
C  1.95  3.69  -0.53
C  2.04  2.37  -0.13
C  2.02  1.29  -1.05
C  2.04  -0.06  -0.58
H  1.75  3.19  -3.88
H  1.80  5.04  -2.21
H  2.00  4.49  0.21
H  2.17  2.13  0.92
H  2.41  -0.22  0.43
H  2.22  -0.86  -1.28
C  -2.00  3.61  -0.94
As  -1.65  1.76  -1.37
C  -1.56  1.92  -3.30
C  -3.42  0.96  -1.05
C  -4.51  1.47  -1.95
C  -4.81  0.81  -3.14
C  -5.79  1.30  -3.99
C  -6.49  2.45  -3.66
C  -6.21  3.11  -2.47
C  -5.23  2.62  -1.62
H  -2.77  3.98  -1.60
H  -1.09  4.18  -1.07
H  -2.34  3.70  0.10
H  -2.56  2.12  -3.69
H  -1.15  1.02  -3.76
H  -0.91  2.76  -3.53
H  -3.64  1.17  0.00
H  -3.30  -0.12  -1.15
H  -4.28  -0.10  -3.40
H  -6.01  0.77  -4.91
H  -7.26  2.83  -4.33
H  -6.76  4.00  -2.20
H  -5.03  3.13  -0.68

Summary:
Highest occupied orbital energy (spin up / spin down) in eV: -9.806 / -10.855
HOMO-LUMO gap (spin up / spin down) in eV: 6.8 / 7.6
Net charge: +1
Energy relative to the best compared isomer or geometry (same formula, charge and spin) in kcal per mole: 0.34
2S+1: 3
Expectation value of S²: 2.03

No. 10
Entry from the Open Molecules 2025 dataset: a molecular structure, C12H14F3INO3S (ωB97M-V with the def2-TZVPD basis set).

Atoms and positions in Å:
C  -0.47  0.85  5.67
C  0.81  0.16  5.64
N  1.99  0.87  5.60
O  3.08  0.25  5.59
O  1.94  2.12  5.58
H  -1.32  0.16  5.66
H  -0.55  1.47  6.57
H  -0.57  1.52  4.81
H  0.88  -0.91  5.66
C  -1.65  -0.74  -3.09
C  -0.41  0.08  -2.68
C  -0.50  1.51  -3.22
C  -0.25  0.14  -1.15
C  1.00  0.24  -0.54
I  2.84  0.41  -1.48
C  1.13  0.28  0.83
C  0.00  0.25  1.64
C  -1.24  0.19  1.05
C  -1.37  0.14  -0.32
O  0.76  -0.53  -3.25
S  0.68  -0.73  -4.85
C  0.72  -2.54  -4.75
F  0.72  -3.01  -6.01
F  1.84  -2.89  -4.10
F  -0.38  -2.94  -4.09
H  -2.57  -0.28  -2.75
H  -1.70  -0.84  -4.17
H  -1.57  -1.75  -2.68
H  -1.35  2.05  -2.79
H  0.41  2.06  -2.99
H  -0.62  1.50  -4.30
H  2.11  0.34  1.28
H  0.10  0.27  2.71
H  -2.13  0.18  1.67
H  -2.35  0.11  -0.75

Summary:
Highest occupied orbital energy in eV: -2.664
HOMO-LUMO gap in eV: 4.6
Net charge: -1
Energy relative to the best compared isomer or geometry (same formula, charge and spin) in kcal per mole: 0.00

No. 11
Entry from the Open Molecules 2025 dataset: a molecular structure, C35H57F3O18SY (ωB97M-V with the def2-TZVPD basis set).

Atoms and positions in Å:
Y  -0.66  -3.89  -3.17
C  3.51  -4.98  -1.05
C  2.67  -4.03  -1.87
O  1.37  -4.42  -2.02
H  3.38  -6.04  -1.28
H  3.25  -4.78  -0.01
H  4.57  -4.75  -1.14
H  3.07  -3.91  -2.88
H  2.70  -3.01  -1.49
C  0.89  -0.29  -0.24
F  1.77  0.37  -1.04
F  1.57  -1.30  0.24
F  0.70  0.68  0.62
S  -0.82  -0.87  -1.05
O  -0.63  -2.25  -1.51
O  -1.81  -0.69  0.00
O  -0.93  0.07  -2.23
C  -4.68  2.72  -2.20
C  -3.73  2.02  -1.22
C  -3.10  3.28  -0.55
O  -3.37  4.42  -1.30
C  -3.94  3.99  -2.53
H  -5.61  2.87  -1.65
H  -4.99  2.05  -3.00
H  -2.92  1.41  -1.63
H  -4.32  1.44  -0.51
H  -2.07  3.12  -0.22
H  -3.74  3.34  0.33
H  -3.13  3.89  -3.25
H  -4.66  4.66  -3.00
C  0.59  3.93  1.70
C  -0.44  3.92  2.78
C  -0.14  5.21  3.50
O  0.73  5.92  2.65
C  0.81  5.38  1.38
H  0.22  3.29  0.90
H  1.42  3.43  2.19
H  -0.43  3.03  3.40
H  -1.43  3.99  2.33
H  0.32  5.09  4.48
H  -1.09  5.74  3.55
H  1.72  5.61  0.83
H  -0.03  5.66  0.76
O  6.01  -0.31  1.45
C  5.50  -1.42  1.64
O  6.19  -2.59  1.75
C  5.46  -3.73  2.04
C  4.12  -3.08  2.42
C  4.06  -1.80  1.61
H  5.89  -4.41  2.77
H  5.39  -4.22  1.06
H  3.97  -2.81  3.46
H  3.22  -3.65  2.21
H  3.37  -1.01  1.91
H  3.88  -1.96  0.55
O  -6.36  -1.75  3.55
C  -5.33  -1.11  3.36
O  -5.23  0.00  2.56
C  -3.88  0.45  2.38
C  -3.18  -0.25  3.45
C  -3.98  -1.37  3.92
H  -3.54  1.47  2.54
H  -3.59  0.08  1.40
H  -2.91  0.46  4.23
H  -2.20  -0.62  3.14
H  -4.03  -1.47  5.00
H  -3.62  -2.32  3.52
O  0.79  -2.11  -3.74
C  1.42  -1.08  -4.13
O  2.56  -0.60  -3.58
C  3.01  0.56  -4.30
C  2.16  0.67  -5.57
C  0.92  -0.15  -5.21
H  4.05  0.35  -4.56
H  2.98  1.45  -3.68
H  2.66  0.24  -6.44
H  1.86  1.70  -5.80
H  0.56  -0.54  -6.16
H  0.11  0.47  -4.82
O  1.75  -5.00  4.25
C  1.01  -4.48  3.45
O  0.16  -5.16  2.64
C  -0.69  -4.30  1.94
C  -0.61  -3.06  2.82
C  0.80  -3.01  3.29
H  -1.65  -4.81  1.89
H  -0.28  -4.09  0.95
H  -1.43  -3.15  3.54
H  -0.85  -2.21  2.17
H  0.85  -2.47  4.23
H  1.49  -2.65  2.53
O  -2.97  -3.08  -2.78
C  -3.96  -2.44  -3.00
O  -4.26  -1.98  -4.24
C  -5.39  -1.13  -4.22
C  -5.90  -1.20  -2.74
C  -5.09  -2.22  -2.01
H  -6.15  -1.61  -4.84
H  -5.30  -0.15  -4.68
H  -6.96  -1.07  -2.55
H  -5.54  -0.25  -2.34
H  -5.53  -3.19  -1.79
H  -4.64  -1.79  -1.11
O  4.77  5.91  -0.79
C  4.45  4.92  -0.13
O  3.89  3.87  -0.69
C  3.97  2.71  0.20
C  4.45  3.18  1.59
C  4.62  4.72  1.32
H  4.67  1.97  -0.18
H  2.93  2.38  0.28
H  5.45  2.75  1.74
H  3.72  2.87  2.33
H  5.57  5.09  1.72
H  3.77  5.31  1.66

Summary:
Highest occupied orbital energy in eV: -11.038
HOMO-LUMO gap in eV: 5.5
Net charge: +1
Energy relative to the best compared isomer or geometry (same formula, charge and spin) in kcal per mole: 125.98

Going through the records in order, we get max |F| values of 1.41, 1.04, 3.95, 4.71, 2.30, 0.45, 3.57, 5.49, 0.75, 3.03, 6.52 eV/A.